C5H12S3 | ωB97M-V/def2-TZVPD

Output
Net charge: 0
E_LUMO (alpha / beta) (eV): 0.208 / 0.291
DFT total energy (eV): -37881.9915

```
20
C5H12S3 | OMol25 | ωB97M-V/def2-TZVPD
C 0.89 -1.51 -1.26
C 0.65 1.67 0.97
C -2.70 0.87 -0.46
C 1.35 -0.23 -0.59
C 0.47 0.28 0.45
S -3.05 -0.60 0.34
S 3.11 -0.53 0.13
S -0.31 -0.89 1.47
H 1.63 -1.83 -1.99
H -0.05 -1.33 -1.77
H 0.75 -2.30 -0.53
H -0.23 2.01 1.51
H 0.82 2.35 0.13
H 1.51 1.74 1.63
H -3.00 1.75 0.08
H -2.70 0.89 -1.53
H 1.57 0.55 -1.32
H -2.59 -1.42 -0.61
H 2.71 -1.44 1.01
H -0.82 -0.02 2.34
```